No. 1
17
Properties=species:S:1:pos:R:3 method="wB97M-V/def2-TZVPD" spin_multiplicity=3 total_energy_ha=-563.404831 de_lowest_ev=2.147 homo_ev="-7.2 / -9.4"
C -1.134 -0.226 -1.192
C -2.285 0.221 -0.688
C 2.177 -0.284 0.011
C -0.244 -0.513 -0.043
C 0.896 0.632 0.259
N -2.189 0.269 0.733
N 1.897 -1.512 -0.002
N -1.124 -0.197 1.134
N 0.554 -1.711 -0.224
O 0.725 1.725 -0.574
O 0.967 1.013 1.598
H -0.835 -0.483 -2.110
H -3.235 0.407 -1.000
H 3.194 0.159 0.048
H 0.172 -2.604 0.183
H 0.383 2.346 -0.018
H 0.081 0.758 1.886

---

No. 2
18
Properties=species:S:1:pos:R:3 method="wB97M-V/def2-TZVPD" smiles="Cc1ncn(S(N)(=O)=O)c1C#N" spin_multiplicity=1 total_energy_ha=-961.739518 de_lowest_ev=2.693 homo_ev=-10.0
C -1.301 1.732 -1.207
C -0.252 0.814 -0.646
N 1.040 1.364 -0.580
C 1.798 0.513 0.031
N 1.247 -0.653 0.448
S 1.972 -2.091 0.917
N 0.816 -2.876 1.646
O 2.171 -2.806 -0.318
O 3.066 -1.839 1.795
C -0.272 -0.395 -0.135
C -1.055 -1.496 0.068
N -1.831 -2.326 0.241
H -2.301 1.297 -0.814
H -0.863 2.633 -0.677
H -1.280 1.719 -2.296
H 2.753 0.737 0.144
H 0.938 -3.131 2.592
H 0.341 -3.649 1.067

---

No. 3
20
Properties=species:S:1:pos:R:3 method="wB97M-V/def2-TZVPD" spin_multiplicity=1 total_energy_ha=-1091.532264 de_lowest_ev=0.000 charge=+1 homo_ev=-13.2
H -1.188 -2.643 -0.091
N -1.876 -1.770 -0.097
C -1.113 -0.749 0.028
N 0.280 -0.795 0.036
C 0.963 0.388 -0.043
N 2.261 0.686 -0.064
C 2.428 2.013 0.046
N 1.299 2.578 -0.003
C 0.287 1.649 -0.061
C -1.101 1.653 -0.047
N -1.771 0.542 -0.003
S -3.584 0.659 0.169
O -3.779 0.339 1.501
O -3.931 1.873 -0.419
O -4.009 -0.476 -0.807
H 0.770 -1.624 -0.235
H 3.025 0.023 -0.234
H 3.306 2.507 0.122
H -1.760 2.462 -0.232
H -4.068 -1.346 -0.506

---

No. 4
13
Properties=species:S:1:pos:R:3 method="wB97M-V/def2-TZVPD" spin_multiplicity=1 total_energy_ha=-323.579798 de_lowest_ev=7.896 charge=+1 homo_ev="-13.6 / -13.9"
C 0.764 -0.296 -0.837
C 1.745 -0.578 -1.648
C -1.519 -0.057 0.441
C -0.558 0.626 1.299
C -0.056 -0.114 0.124
N 1.790 -1.321 -3.801
O 2.497 -2.173 -3.777
H 1.919 0.082 -2.459
H 2.491 -1.138 -1.298
H -2.083 -1.029 0.683
H -2.170 0.417 -0.275
H -0.379 1.792 1.463
H -0.353 0.314 2.298

---

No. 5
14
Properties=species:S:1:pos:R:3 method="wB97M-V/def2-TZVPD" spin_multiplicity=1 total_energy_ha=-399.353736 de_lowest_ev=0.000 charge=-1 homo_ev=-4.0
C -1.697 -0.231 -1.331
C 1.864 1.549 -1.924
C 0.216 -0.415 0.295
C -0.796 0.608 0.874
C -1.241 -0.593 -0.002
N -2.063 -0.030 -2.392
O 1.013 2.164 -1.188
O 2.312 0.414 -1.929
H 0.991 -0.136 -0.480
H 0.628 -1.198 1.042
H -0.931 0.196 1.984
H -0.751 1.644 0.721
H -1.824 -1.387 0.449
H 2.252 2.257 -2.768

---

No. 6
18
Properties=species:S:1:pos:R:3 method="wB97M-V/def2-TZVPD" spin_multiplicity=3 total_energy_ha=-1669.135645 charge=-1 homo_ev="-2.5 / -4.2"
C -0.458 0.796 -0.405
C 2.023 -0.784 0.775
C -1.473 1.430 0.518
C -2.229 -0.473 -1.141
C 3.145 0.172 0.747
N -0.879 -0.102 -1.190
O 2.084 -1.727 -0.166
O 1.141 -0.722 1.616
O 0.603 3.054 0.144
S -2.841 0.242 0.419
S 4.530 -0.054 -0.154
S 0.958 1.859 -0.726
H -1.017 1.571 1.522
H -1.750 2.415 0.012
H -2.653 -0.005 -1.916
H -2.431 -1.505 -1.221
H 3.135 1.054 1.543
H 2.835 -1.474 -0.608